# C7H8O

One molecule with the formula C7H8O in a non-equilibrium geometry (the ωB97M-V functional and the def2-TZVPD basis, OMol25).

Calculated values
- gap between HOMO and LUMO (eV) = 6.6
- LUMO energy (Ha) = -0.0103
- relative energy (zero: lowest compared OMol25 entry of this formula, charge and spin) (eV) = 5.5283
- E (eV) = -9430.7140
- molecular weight (g mol⁻¹) = 108.14
- SMILES = C=C/C=C1\C=CCO1

Geometry (Å):
C -2.595 -0.301 0.851
C -2.034 1.168 0.861
C -0.717 1.322 0.321
C 0.309 0.358 -0.025
C 0.284 -1.064 -0.332
C 1.623 -1.259 -0.733
C 2.484 0.018 -0.760
O 1.469 1.058 -0.401
H -2.061 -1.363 1.072
H -3.590 -0.367 1.000
H -2.802 2.083 0.846
H -0.221 2.287 0.239
H -0.521 -1.863 -0.437
H 2.116 -2.278 -0.985
H 3.090 0.056 0.143
H 3.164 0.147 -1.661